Arrangement a

This record from the OMol25 dataset describes a single C2H6I2NP molecule. The level of theory is the ωB97M-V functional and the def2-TZVPD basis.

## Properties
- HOMO level: -8.685 eV
- SMILES string: CCNP(I)I
- Lowest unoccupied orbital energy: -1.0 eV
- Total charge: 0

Each line ends with the Löwdin charge.
Geometry (Å):
C 1.0934 -0.8429 0.1285  -0.19
C 0.9406 0.6348 0.0483  -0.38
N -0.4521 1.0261 -0.0415  -0.46
P -1.6044 0.2807 0.8427  0.31
I -3.3801 1.4563 -0.3246  0.33
I -2.3922 -2.3139 -0.2755  -0.05
H 2.1695 -1.2526 -0.1994  0.13
H 0.8523 -1.1645 1.1414  0.05
H 0.2673 -1.3266 -0.4934  -0.02
H 1.4976 1.1018 0.9265  0.13
H 1.4761 0.8819 -0.8656  0.11
H -0.4679 1.5189 -0.8875  0.04

=====

Arrangement b

This record from the OMol25 dataset describes 2 unconnected molecules or ions with the total composition C2H6I2NP. The level of theory is the ωB97M-V functional and the def2-TZVPD basis.

## Properties
- HOMO level (spin up / spin down): -8.802 / -7.778 eV
- Lowest unoccupied orbital energy (spin up / spin down): -1.7 / -2.6 eV
- Total charge: 0

Each line ends with the Löwdin charge.
Geometry (Å):
C 1.0613 1.0322 -0.8412  -0.13
C -0.0022 0.3071 -0.1522  -0.37
N -1.1507 0.1943 -1.0504  -0.44
P -2.6149 0.9546 -0.6681  0.37
I -3.4038 0.8521 -2.8676  0.39
I -3.9779 -2.0499 1.0074  -0.30
H 0.6732 2.0278 -1.2243  0.09
H 2.0624 1.1740 -0.3413  0.09
H 1.3108 0.5679 -1.8285  0.08
H 0.3206 -0.6944 0.1627  0.12
H -0.3103 0.7713 0.7772  0.10
H -1.1844 -0.5477 -1.6373  0.00

=====

Which of them is the most stable? Correct choice: arrangement a.

=====

Arrangement a

This record from the OMol25 dataset describes a single C2H6N2O molecule. The level of theory is the ωB97M-V functional and the def2-TZVPD basis.

## Properties
- HOMO level: -9.478 eV
- SMILES string: NCNC=O
- Lowest unoccupied orbital energy: 1.0 eV
- Total charge: 0

Each line ends with the Löwdin charge.
Geometry (Å):
O 1.4801 -1.4167 1.4656  0.03
C 0.3649 -0.9518 1.5021  -0.39
N -0.3851 -0.2707 0.5991  0.02
C 0.2428 0.6401 -0.3549  -0.26
N -0.5478 0.6888 -1.5904  -0.01
H -0.2078 -1.1568 2.4291  0.12
H -1.3712 -0.1557 0.7265  0.13
H 1.1626 0.1099 -0.6122  0.12
H 0.3147 1.6424 0.0527  0.12
H -0.0407 1.0354 -2.3938  0.06
H -1.0123 -0.1650 -1.8239  0.05

=====

Arrangement b

This record from the OMol25 dataset describes a molecular structure, C2H6N2O. The level of theory is the ωB97M-V functional and the def2-TZVPD basis.

## Properties
- HOMO level (spin up / spin down): -8.661 / -8.659 eV
- Lowest unoccupied orbital energy (spin up / spin down): -0.2 / -0.2 eV
- Total charge: 0

Each line ends with the Löwdin charge.
Geometry (Å):
C -1.4103 -0.4141 -0.2150  -0.11
C -0.3325 0.6478 0.0306  -0.37
N 2.5435 0.3928 -0.3018  0.06
N 0.9023 0.0780 0.4097  -0.06
O 3.2895 -0.4202 0.0681  0.00
H -1.2785 -0.8893 -1.1846  0.07
H -1.3570 -1.1828 0.5565  0.06
H -2.3981 0.0387 -0.1750  0.07
H -0.1907 1.2708 -0.8557  0.11
H -0.6751 1.3197 0.8393  0.10
H 0.9070 -0.8414 0.8279  0.06

=====

Which of them is the most stable? Correct choice: arrangement a.

=====

Arrangement a

This record from the OMol25 dataset describes 2 unconnected molecules or ions with the total composition C2H5S. The level of theory is the ωB97M-V functional and the def2-TZVPD basis.

## Properties
- HOMO level: -2.417 eV
- Lowest unoccupied orbital energy: 4.2 eV
- Total charge: -1

Each line ends with the Löwdin charge.
Geometry (Å):
S -2.7632 0.1896 0.7509  -0.36
H -3.6520 1.1880 0.5440  -0.50
C 0.9393 0.1148 0.3210  -0.10
C 1.2076 -0.5844 -0.7748  -0.10
H 1.6187 0.8788 0.6807  0.04
H 0.0289 -0.0820 0.8768  -0.03
H 0.4920 -1.3292 -1.0934  0.04
H 2.1287 -0.3755 -1.3052  0.03

=====

Arrangement b

This record from the OMol25 dataset describes 2 unconnected molecules or ions with the total composition C2H5S. The level of theory is the ωB97M-V functional and the def2-TZVPD basis.

## Properties
- HOMO level: -2.327 eV
- Lowest unoccupied orbital energy: 3.6 eV
- Total charge: -1

Each line ends with the Löwdin charge.
Geometry (Å):
S 1.2369 -1.7644 1.6033  -0.41
H 1.1541 -1.9540 2.8686  -0.58
C -1.2072 1.2725 -1.7539  -0.13
C -1.4437 2.5287 -1.7923  -0.15
H -1.4940 0.4666 -2.4338  0.05
H -0.5480 0.8474 -0.9112  0.09
H -0.5595 3.2249 -1.6805  0.07
H -2.4374 2.8387 -2.2178  0.05

=====

Which of them is the most stable? Correct choice: arrangement a.

=====

Arrangement a

This record from the OMol25 dataset describes 3 unconnected molecules or ions with the total composition C2H11N2O2. The level of theory is the ωB97M-V functional and the def2-TZVPD basis.

## Properties
- HOMO level: -12.223 eV
- Lowest unoccupied orbital energy: -3.1 eV
- Total charge: +1

Each line ends with the Löwdin charge.
Geometry (Å):
C 0.4908 -1.2917 0.3993  -0.22
C -0.2258 -0.3500 -0.2335  -0.17
N 0.3235 0.4381 -1.3201  0.14
N 0.0530 -2.0993 1.3985  0.10
H 1.4423 -1.6086 -0.0028  0.13
H -1.2061 0.0230 0.0930  0.12
H 0.0723 0.1588 -2.2708  0.16
H -0.0073 1.4166 -1.1977  0.14
H 1.3316 0.5980 -1.1854  0.17
H -0.7393 -1.7780 1.9515  0.12
H 0.7219 -2.6360 1.9338  0.11
H 2.1625 1.1116 1.5225  0.07
H 1.1839 1.3864 2.4326  0.08
O 1.2595 0.7671 1.6769  -0.07
H -2.6590 1.3080 -1.4309  0.08
H -2.1720 2.4537 -2.2261  0.08
O -1.8300 1.6593 -1.7863  -0.05

=====

Arrangement b

This record from the OMol25 dataset describes 3 unconnected molecules or ions with the total composition C2H11N2O2. The level of theory is the ωB97M-V functional and the def2-TZVPD basis.

## Properties
- HOMO level: -12.550 eV
- Lowest unoccupied orbital energy: -3.3 eV
- Total charge: +1

Each line ends with the Löwdin charge.
Geometry (Å):
C -0.8007 0.5769 0.1240  -0.19
C -1.2319 -0.6712 -0.3275  -0.09
N -0.6677 -1.1953 -1.6595  0.14
N -0.9766 1.2773 1.2237  0.10
H -0.3627 1.2888 -0.6478  0.15
H -1.6168 -1.4040 0.2882  0.07
H -0.2161 -2.1280 -1.5161  0.16
H -0.1525 -0.5237 -2.2949  0.18
H -1.5514 -1.3277 -2.2399  0.18
H -1.3651 0.9614 2.1410  0.15
H -0.7918 2.2180 1.3365  0.06
H -0.0617 2.4290 4.2506  0.02
H 1.1819 2.3482 3.5038  0.06
O 0.2391 2.4763 3.3830  -0.02
H 3.5103 -1.7334 -2.3298  0.11
H 2.3036 -2.7494 -2.5002  0.03
O 2.5600 -1.8433 -2.7350  -0.12

=====

Arrangement c

This record from the OMol25 dataset describes 3 unconnected molecules or ions with the total composition C2H11N2O2. The level of theory is the ωB97M-V functional and the def2-TZVPD basis.

## Properties
- HOMO level: -12.672 eV
- Lowest unoccupied orbital energy: -2.8 eV
- Total charge: +1

Each line ends with the Löwdin charge.
Geometry (Å):
C -0.6326 0.6103 0.7248  -0.10
C 0.0473 -0.0372 1.6596  -0.19
N 0.1405 0.3641 2.9598  0.08
N -0.8416 0.0343 -0.6041  0.17
H -1.1640 1.5130 0.9642  0.12
H 0.5018 -1.0118 1.5070  0.13
H 1.0305 0.1834 3.3975  0.11
H -0.2094 1.2831 3.1859  0.10
H -1.8369 -0.0370 -0.8007  0.17
H -0.4446 0.6444 -1.3444  0.10
H -0.3631 -0.8742 -0.6985  0.09
H 1.1494 -2.5843 -0.7232  0.07
H 0.0189 -3.3881 -1.3601  0.08
O 0.2496 -2.5010 -1.0610  -0.04
H 0.9355 2.5409 -2.1248  0.07
H 0.9009 1.5404 -3.2743  0.07
O 0.5178 1.7197 -2.4077  -0.03

=====

Arrangement d

This record from the OMol25 dataset describes 3 unconnected molecules or ions with the total composition C2H11N2O2. The level of theory is the ωB97M-V functional and the def2-TZVPD basis.

## Properties
- HOMO level: -13.565 eV
- Lowest unoccupied orbital energy: -3.3 eV
- Total charge: +1

Each line ends with the Löwdin charge.
Geometry (Å):
C 0.1107 1.2013 0.2238  -0.02
C -0.0398 1.3186 -1.0937  -0.22
N 0.4981 0.8131 -2.2412  0.10
N 0.7310 -0.2264 0.4229  0.22
H -0.0536 1.9274 1.0706  0.14
H -0.4380 2.3199 -1.2918  0.13
H 0.1943 1.3618 -3.1060  0.16
H 1.3998 0.6431 -2.3674  0.04
H 1.7501 -0.2072 0.1883  0.19
H 0.1572 -0.7639 -0.1298  0.07
H 0.6911 -0.4629 1.3830  0.13
H -1.0940 1.2070 3.8008  0.09
H -1.3122 -0.3377 4.2423  0.05
O -1.4470 0.2806 3.4950  -0.12
H -0.0425 -2.6051 -2.0495  -0.02
H -0.6789 -3.7118 -1.2973  0.09
O -0.4260 -2.7576 -1.2500  -0.02

=====

Which of them is the most stable? Correct choice: arrangement c.

=====

Arrangement a

This record from the OMol25 dataset describes a molecular structure, C26H26N4O4RuS2. The level of theory is the ωB97M-V functional and the def2-TZVPD basis.

## Properties
- HOMO level (spin up / spin down): -4.370 / -4.527 eV
- 2S+1: 2
- ⟨S²⟩: 0.757
- Lowest unoccupied orbital energy (spin up / spin down): 2.7 / 2.6 eV
- Total charge: -1

Each line ends with the Mulliken spin population.
Geometry (Å):
Ru -0.3974 0.1399 -0.4314  0.86
O -0.9896 -1.8054 0.2173  0.02
C -1.8294 -2.1184 1.1374  0.00
C -1.3329 -2.7532 2.3119  0.00
C -2.1449 -3.0722 3.3752  0.00
C -3.5130 -2.7758 3.3522  0.01
C -4.0300 -2.1873 2.2133  0.00
C -3.2398 -1.8725 1.1047  0.01
C -3.8900 -1.1977 -0.0193  0.00
N -3.2561 -0.8644 -1.0589  0.01
C -3.7680 -0.0180 -2.0847  0.00
C -2.7774 1.1551 -2.2182  0.01
N -1.3763 0.7100 -2.2139  -0.03
C -0.7496 0.7686 -3.3341  0.03
C 0.5750 0.3076 -3.6354  -0.02
C 1.1205 0.6671 -4.8838  -0.01
C 2.3425 0.2085 -5.3006  0.01
C 3.0430 -0.6799 -4.4596  0.00
C 2.5332 -1.0685 -3.2538  0.00
C 1.2895 -0.5672 -2.7720  0.03
O 0.8768 -0.9463 -1.6205  0.02
H -0.2652 -2.9354 2.3394  0.00
H -1.7133 -3.5443 4.2524  0.00
H -4.1490 -3.0136 4.1951  0.00
H -5.0895 -1.9527 2.1631  0.00
H -4.9608 -0.9521 0.1089  0.00
H -4.7736 0.3837 -1.8713  0.00
H -3.8069 -0.5717 -3.0290  0.00
H -2.9096 1.8347 -1.3745  0.00
H -2.9917 1.7081 -3.1406  0.00
H -1.2810 1.2192 -4.1786  0.00
H 0.5453 1.3310 -5.5215  0.00
H 2.7532 0.5101 -6.2546  0.00
H 4.0108 -1.0580 -4.7696  0.00
H 3.0766 -1.7362 -2.5977  0.00
O 2.6929 -0.8468 2.1306  0.00
C 2.0930 -0.2844 1.2125  0.00
O 0.8108 -0.1927 1.1962  0.03
C 2.9183 0.3743 0.1224  -0.01
C 4.2287 -0.0752 -0.0236  0.00
C 5.0977 0.5045 -0.9307  0.00
C 4.6607 1.5741 -1.7036  0.00
C 3.3638 2.0334 -1.5706  0.00
C 2.4745 1.4438 -0.6681  0.01
S 0.8324 2.1054 -0.5798  0.05
H 4.5460 -0.8920 0.6111  0.00
H 6.1073 0.1265 -1.0351  0.00
H 5.3231 2.0395 -2.4240  0.00
H 3.0051 2.8475 -2.1886  0.00
C -1.0122 0.2754 4.7903  0.00
N -1.5048 0.4474 3.4381  0.00
C -1.0978 1.2829 2.4981  0.00
S -1.9897 1.3037 1.0065  -0.02
N -0.0835 2.1364 2.6501  -0.01
C 1.1099 1.9067 3.4656  0.00
H -1.7730 -0.2718 5.3423  0.00
H -0.8648 1.2428 5.2678  0.00
H -0.0846 -0.2963 4.8203  0.00
H -2.2046 -0.2089 3.1195  0.00
H 0.1172 2.5835 1.7606  0.00
H 1.0018 2.3176 4.4695  0.00
H 1.9334 2.4196 2.9724  0.00
H 1.3666 0.8506 3.5028  0.00

=====

Arrangement b

This record from the OMol25 dataset describes a molecular structure, C26H26N4O4RuS2. The level of theory is the ωB97M-V functional and the def2-TZVPD basis.

## Properties
- HOMO level (spin up / spin down): -4.600 / -4.557 eV
- 2S+1: 2
- ⟨S²⟩: 0.905
- Lowest unoccupied orbital energy (spin up / spin down): 2.2 / 2.6 eV
- Total charge: -1

Each line ends with the Mulliken spin population.
Geometry (Å):
Ru -0.1410 -0.7889 0.2678  1.04
O -2.1236 0.0853 -0.1574  0.00
C -3.3321 -0.3122 -0.0568  0.01
C -4.3729 0.4559 -0.6609  0.01
C -5.6890 0.0814 -0.5930  0.00
C -6.0777 -1.0933 0.0719  0.01
C -5.1025 -1.8521 0.6693  -0.01
C -3.7471 -1.4842 0.6381  -0.01
C -2.8207 -2.2964 1.3712  0.00
N -1.5848 -2.0571 1.5930  0.02
C -0.8975 -2.9505 2.5177  -0.01
C 0.5058 -3.2167 2.0335  0.01
N 1.1392 -1.9326 1.7997  0.02
C 2.4070 -1.8460 1.9416  0.00
C 3.1784 -0.6488 1.7764  0.01
C 4.4888 -0.6271 2.2798  0.00
C 5.2393 0.5225 2.2923  0.00
C 4.6663 1.7009 1.7811  0.00
C 3.4081 1.7013 1.2394  0.00
C 2.6182 0.5174 1.1835  0.01
O 1.4834 0.5724 0.5979  -0.06
H -4.0800 1.3642 -1.1705  0.00
H -6.4444 0.7016 -1.0628  0.00
H -7.1177 -1.3861 0.1225  0.00
H -5.3711 -2.7609 1.1994  0.00
H -3.2618 -3.1913 1.8281  0.00
H -1.4382 -3.8950 2.6446  0.00
H -0.8520 -2.4453 3.4887  0.00
H 0.4727 -3.7637 1.0895  0.00
H 1.0572 -3.8163 2.7662  0.00
H 2.9613 -2.7347 2.2606  0.00
H 4.8960 -1.5497 2.6826  0.00
H 6.2421 0.5251 2.6988  0.00
H 5.2334 2.6247 1.8096  0.00
H 2.9616 2.5994 0.8314  0.00
O 2.5782 -3.7841 -0.8381  0.00
C 1.9003 -2.7659 -0.9800  0.00
O 0.6470 -2.6950 -0.7185  0.04
C 2.5848 -1.5128 -1.5000  0.00
C 3.9683 -1.4359 -1.4032  0.01
C 4.6603 -0.3174 -1.8359  -0.01
C 3.9588 0.7428 -2.3948  0.00
C 2.5804 0.6781 -2.5090  -0.01
C 1.8742 -0.4366 -2.0516  0.01
S 0.1148 -0.4528 -2.1907  -0.10
H 4.4895 -2.2830 -0.9761  0.00
H 5.7368 -0.2670 -1.7295  0.00
H 4.4843 1.6275 -2.7347  0.00
H 2.0244 1.5051 -2.9323  0.00
C -1.5724 2.2402 -2.6573  0.00
N -0.9530 2.5568 -1.3767  0.00
C -1.5428 3.0066 -0.2459  0.00
S -0.8680 2.6206 1.2462  0.01
N -2.6378 3.8117 -0.2596  0.00
C -3.4014 4.3798 -1.3499  0.00
H -0.7771 1.9152 -3.3244  0.00
H -2.0635 3.0945 -3.1055  0.00
H -2.2777 1.4106 -2.5666  0.00
H -0.2329 1.8764 -1.1454  0.00
H -2.9286 4.0397 0.6750  0.00
H -2.7798 4.9938 -2.0056  0.00
H -4.1629 5.0240 -0.9146  0.00
H -3.9084 3.6236 -1.9504  0.00

=====

Which of them is the most stable? Correct choice: arrangement a.